No. 1
Molecular formula: C5H11N2
Method: DFT, wB97M-V/def2-TZVPD

Geometry as XYZ:
```
18
Properties=species:S:1:pos:R:3
C -1.14 1.32 0.47
C -1.01 0.69 -0.64
C -0.23 0.78 1.52
C 0.87 0.16 0.74
C -0.31 -1.60 -0.37
N 1.11 -0.30 -1.60
N 0.22 -0.30 -0.55
H -1.63 2.31 0.77
H -1.45 0.90 -1.57
H 0.17 1.35 2.29
H -0.78 -0.09 2.04
H 1.63 1.04 0.60
H 1.43 -0.51 1.37
H 0.44 -2.35 -0.27
H -0.88 -1.57 0.57
H -1.04 -1.78 -1.20
H 0.79 -0.43 -2.55
H 1.81 0.38 -1.63
```

Results
Lowest unoccupied orbital energy ... -2.97 eV
Total charge ... +1
SMILES string ... C[N@@+]1(N)C=CCC1

***

No. 2
Molecular formula: C3H11NO4
Method: DFT, wB97M-V/def2-TZVPD

Geometry as XYZ:
```
19
Properties=species:S:1:pos:R:3
C 0.50 -1.78 -1.46
N -0.15 -0.46 -1.39
C 0.64 0.70 -1.18
C 1.04 0.94 0.27
O 1.45 -0.20 0.88
O 0.91 1.96 0.87
H 1.38 -1.71 -0.81
H 0.87 -1.98 -2.48
H -0.16 -2.46 -0.92
H -0.98 -0.56 -1.95
H 0.18 1.58 -1.63
H 1.62 0.64 -1.70
H 1.72 -0.02 1.79
H -3.09 1.92 -0.45
H -1.69 1.56 -0.01
O -2.37 2.23 0.14
H -1.82 -2.80 1.09
H -0.38 -2.42 1.33
O -1.17 -2.74 1.79
```

Results
Lowest unoccupied orbital energy ... 0.44 eV
Total charge ... 0
SMILES string ... CNCC(=O)O.O.O

***

No. 3
Molecular formula: C3HAlO2
Method: DFT, wB97M-V/def2-TZVPD

Geometry as XYZ:
```
7
Properties=species:S:1:pos:R:3
C 0.02 -0.37 1.02
O -0.99 -0.20 0.31
O 1.16 -0.03 0.35
C 0.94 0.48 -0.92
C -0.28 0.51 -1.32
H -1.06 0.97 -1.92
Al 0.21 -1.34 2.47
```

Results
Lowest unoccupied orbital energy (alpha / beta) ... -13.51 / -13.28 eV
Total charge ... +2

***

No. 4
Molecular formula: C4H9N2
Method: DFT, wB97M-V/def2-TZVPD

Geometry as XYZ:
```
15
Properties=species:S:1:pos:R:3
C 2.56 -0.79 0.18
C 0.57 0.66 -0.27
C -0.76 0.11 -0.07
C -1.96 0.84 0.37
N 1.40 -0.52 -0.26
N -0.93 -1.10 -0.42
H 3.00 -1.78 0.06
H 3.24 -0.02 0.58
H 0.69 1.14 -1.25
H 0.86 1.65 0.32
H -2.07 0.60 1.42
H -2.88 0.47 -0.18
H -1.88 1.87 0.37
H -0.02 -1.54 -0.61
H -1.81 -1.59 -0.24
```

Results
Lowest unoccupied orbital energy ... -4.29 eV
Total charge ... +1
SMILES string ... C=NCC(C)=[NH2+]

***

No. 5
Molecular formula: C5H13NO
Method: DFT, wB97M-V/def2-TZVPD

Geometry as XYZ:
```
20
Properties=species:S:1:pos:R:3
C 1.48 -1.93 0.22
N 0.89 -0.63 0.65
C 0.37 0.30 -0.31
C -0.98 1.01 0.15
C -0.70 2.00 1.30
O -1.90 0.05 0.73
C 0.17 -0.35 -1.77
H 2.29 -1.82 -0.43
H 0.69 -2.54 -0.26
H 1.84 -2.61 0.96
H 0.11 -0.81 1.41
H 1.19 1.03 -0.55
H -1.45 1.56 -0.63
H -0.82 3.00 0.93
H 0.36 1.81 1.57
H -1.32 1.65 2.14
H -2.39 -0.35 -0.05
H -0.88 -0.71 -1.70
H 0.22 0.51 -2.42
H 0.85 -1.18 -1.95
```

Results
Lowest unoccupied orbital energy ... 0.84 eV
Total charge ... 0
SMILES string ... CN[C@@H](C)[C@H](C)O

***

No. 6
Molecular formula: C4H14N2O
Method: DFT, wB97M-V/def2-TZVPD

Geometry as XYZ:
```
21
Properties=species:S:1:pos:R:3
C 2.07 -0.09 1.38
N 1.46 -1.01 0.41
C 0.03 -1.27 0.55
C -0.79 -0.05 0.91
C -0.89 1.19 0.00
N -2.28 1.46 -0.30
H 2.02 -0.47 2.42
H 3.13 0.03 1.18
H 1.55 0.86 1.38
H 2.04 -1.84 0.53
H -0.21 -2.05 1.28
H -0.29 -1.65 -0.42
H -0.42 0.27 1.88
H -1.79 -0.34 1.25
H -0.24 1.10 -0.87
H -0.41 2.03 0.51
H -2.40 1.87 -1.20
H -2.93 0.74 -0.04
H 0.65 -0.85 -1.94
H 0.52 -0.26 -3.41
O 0.28 -0.15 -2.50
```

Results
Lowest unoccupied orbital energy ... 0.89 eV
Total charge ... 0
SMILES string ... CNCCCN.O

***

No. 7
Molecular formula: C4H12NO2
Method: DFT, wB97M-V/def2-TZVPD

Geometry as XYZ:
```
19
Properties=species:S:1:pos:R:3
C -1.60 -0.91 -0.56
C -0.35 -0.71 0.39
C 0.71 -1.79 0.20
N 0.20 0.66 0.15
C 0.87 0.95 -1.23
O 1.76 0.09 -1.70
H -1.82 -0.02 -1.15
H -1.38 -1.71 -1.27
H -2.51 -1.07 0.01
H -0.81 -0.74 1.39
H 1.04 -2.15 1.18
H 0.30 -2.69 -0.29
H 1.65 -1.59 -0.30
H 1.00 0.62 0.80
H -0.01 0.96 -1.93
H 1.25 1.97 -1.05
H -1.98 1.61 1.80
H -0.56 1.29 1.65
O -1.19 1.58 2.39
```

Results
Lowest unoccupied orbital energy ... 4.06 eV
Total charge ... -1

***

No. 8
Molecular formula: C3H6O4
Method: DFT, wB97M-V/def2-TZVPD

Geometry as XYZ:
```
13
Properties=species:S:1:pos:R:3
C 0.14 0.53 -0.57
C -0.30 -0.35 0.49
C 1.64 -0.15 -0.29
O -1.92 0.30 0.30
O -3.00 -0.40 -0.34
O 2.22 0.24 0.86
O 2.27 -0.65 -1.19
H -3.74 0.03 0.10
H 3.18 0.07 0.76
H -0.16 0.23 -1.57
H 0.20 1.59 -0.34
H -0.13 -0.04 1.52
H -0.40 -1.41 0.29
```

Results
Lowest unoccupied orbital energy ... 0.44 eV
Total charge ... 0
SMILES string ... O=C(O)CCOO

***

> Which value of total charge does entry 5 give?

0

***

> Look up the total charge of the sixth one.

0